ORCA calculation (the ωB97M-V functional and the def2-TZVPD basis) on a molecular structure, C42H33BrN5O4ReS2 in a non-equilibrium geometry.

The geometry in XYZ format:
```
88
Properties=species:S:1:pos:R:3:forces:R:3:mulliken_charge:R:1
Re -0.2653 0.0129 0.1836 0.336 1.590 -0.973 0.983
Br 1.1495 -3.4775 0.3044 0.042 -0.012 0.052 -0.039
C 2.2962 -1.9946 0.1630 -0.274 0.212 -0.062 0.461
C 3.6533 -2.2702 0.1285 0.161 0.013 -0.012 -0.685
C 4.5542 -1.2355 -0.0361 0.018 -0.079 0.017 -0.532
C 4.0623 0.0544 -0.1774 0.075 0.061 -0.009 -0.710
C 2.7087 0.2434 -0.1140 -0.335 -0.137 0.114 0.730
N 1.7986 -0.7494 0.0671 0.353 -0.406 0.004 -0.224
C 2.1311 1.6118 -0.2287 0.482 -0.295 -0.154 0.251
O 2.7444 2.5899 -0.4635 -0.184 0.266 -0.019 -0.500
O 0.7773 1.5879 -0.0073 -0.520 -0.760 0.918 -0.294
H 3.9843 -3.2933 0.2289 0.008 -0.002 -0.003 0.469
H 5.6185 -1.4321 -0.0523 -0.025 -0.003 -0.029 0.496
H 4.6977 0.9165 -0.3282 0.022 -0.017 0.014 0.578
C -6.9513 3.6182 3.1264 0.022 0.024 -0.061 -1.531
C -5.7777 3.0184 2.4093 -0.087 0.015 -0.047 0.894
C -4.5655 2.8088 3.0633 0.033 0.005 0.067 -1.036
C -3.4700 2.2957 2.3888 0.030 -0.023 0.020 -0.169
C -3.6100 1.9964 1.0429 0.473 -0.273 0.468 0.492
C -4.8083 2.1568 0.3556 0.010 0.048 -0.003 -0.588
C -5.8810 2.6738 1.0561 -0.007 0.013 0.002 -0.923
S -2.2534 1.4182 0.0597 -0.396 -0.083 -1.102 0.986
O -2.8301 0.5056 -0.9704 -0.198 -0.002 0.350 -0.441
C -1.5699 2.8974 -0.6290 -0.291 0.064 0.097 2.029
C -1.0938 3.8178 0.3323 -0.180 -0.097 0.195 -1.453
C -0.4087 4.9119 -0.0787 0.056 0.080 -0.073 -1.304
C -0.1672 5.1320 -1.4575 -0.016 -0.070 -0.048 0.807
C 0.5803 6.2513 -1.8844 0.013 0.047 0.104 -1.121
C 0.8235 6.4598 -3.2088 -0.013 0.015 -0.127 -0.697
C 0.3343 5.5480 -4.1676 0.054 0.088 -0.027 -1.019
C -0.3814 4.4508 -3.7876 -0.093 -0.055 0.035 -0.797
C -0.6684 4.2134 -2.4196 0.220 -0.080 0.041 1.157
C -1.3894 3.0528 -1.9763 0.136 -0.123 -0.080 -0.495
C -1.9078 2.1212 -3.0247 0.045 0.016 -0.012 0.454
C -2.9348 2.6071 -3.8844 -0.123 -0.061 0.036 0.431
C -3.6412 3.8044 -3.5879 0.079 0.001 0.003 -1.007
C -4.6364 4.2402 -4.4093 -0.063 0.030 -0.062 -0.909
C -4.9809 3.5159 -5.5744 -0.010 0.079 0.016 -0.629
C -4.3335 2.3563 -5.8780 0.005 -0.068 -0.037 -1.104
C -3.3077 1.8650 -5.0365 0.000 0.050 0.039 0.939
C -2.6487 0.6482 -5.3222 -0.029 0.021 -0.040 -1.284
C -1.7355 0.1348 -4.4563 0.037 -0.001 0.044 -1.156
C -1.3958 0.8714 -3.2954 0.063 -0.167 0.233 0.752
S -0.2667 -0.0363 -2.2297 0.219 0.119 -0.575 1.826
O 1.1208 0.1737 -2.6281 -0.091 0.045 0.153 -0.684
C -0.7097 -1.7311 -2.5095 -0.030 -0.102 0.398 -0.245
C 0.3019 -2.5577 -2.9846 0.061 0.076 -0.058 -0.652
C 0.0290 -3.8995 -3.1775 -0.022 -0.059 -0.037 -1.006
C -1.2318 -4.4278 -2.8926 -0.026 -0.069 0.014 1.120
C -1.5063 -5.8899 -3.1142 0.024 0.088 -0.011 -1.726
C -2.2295 -3.5660 -2.4180 0.036 0.008 0.014 -1.122
C -1.9813 -2.2172 -2.2185 -0.006 0.033 -0.060 -0.149
H -6.8495 3.5439 4.2068 0.002 -0.030 -0.010 0.384
H -7.8833 3.1448 2.8207 0.006 -0.029 0.029 0.395
H -7.0349 4.6775 2.8731 0.019 0.002 0.006 0.320
H -4.4774 3.0472 4.1158 -0.002 0.004 -0.020 0.399
H -2.5351 2.1312 2.9126 -0.015 0.017 -0.020 0.550
H -4.8932 1.8801 -0.6874 -0.025 0.032 0.018 0.493
H -6.8243 2.8142 0.5423 0.010 -0.004 0.016 0.426
H -1.2806 3.6527 1.3878 0.010 0.016 -0.047 0.331
H -0.0318 5.6231 0.6454 -0.012 0.016 -0.024 0.456
H 0.9614 6.9396 -1.1400 -0.031 -0.011 -0.008 0.480
H 1.3922 7.3228 -3.5279 -0.004 -0.014 -0.011 0.442
H 0.5266 5.7198 -5.2184 0.045 0.000 0.020 0.474
H -0.7301 3.7625 -4.5437 -0.010 -0.011 -0.003 0.452
H -3.3960 4.3681 -2.6973 0.028 0.011 -0.026 0.521
H -5.1665 5.1532 -4.1716 -0.012 -0.022 -0.014 0.483
H -5.7637 3.8860 -6.2234 0.007 0.001 0.022 0.441
H -4.6007 1.7892 -6.7612 0.015 0.017 0.013 0.499
H -2.8922 0.1068 -6.2278 -0.009 0.034 0.001 0.482
H -1.2567 -0.8077 -4.6772 -0.033 -0.001 0.002 0.707
H 1.2729 -2.1400 -3.2238 -0.016 -0.042 0.018 0.658
H 0.8023 -4.5495 -3.5699 -0.010 0.025 0.010 0.512
H -0.8158 -6.5067 -2.5346 -0.025 0.009 -0.006 0.389
H -1.3502 -6.1519 -4.1616 -0.018 0.007 0.001 0.448
H -2.5303 -6.1549 -2.8535 0.021 0.000 -0.005 0.357
H -3.2332 -3.9464 -2.2532 0.042 0.000 -0.009 0.580
H -2.7633 -1.5497 -1.8806 0.001 -0.023 -0.003 0.548
N -2.7975 -5.2771 3.1445 0.049 -0.058 0.087 -0.333
C -2.4980 -4.6249 2.0442 0.028 0.134 -0.097 0.600
N -2.5023 -5.2121 0.8576 0.162 -0.014 -0.062 -0.223
N -2.2247 -3.3057 2.1725 -0.358 -0.184 0.292 -0.548
C -1.7279 -2.4059 1.5143 0.402 0.288 -0.225 0.938
N -1.2359 -1.4605 0.9736 -0.206 -0.273 0.365 -0.098
H -3.0122 -6.2630 3.1454 -0.025 0.004 -0.008 0.222
H -2.7892 -4.7967 4.0322 -0.016 0.036 -0.026 0.261
H -2.6991 -6.1973 0.7625 -0.040 0.005 -0.024 0.252
H -2.2380 -4.6993 0.0276 -0.074 -0.011 0.016 0.073
```
Forces are in eV/Å.

## Properties
expectation value of S² = 0.888
LUMO (alpha / beta) = -10.7 / -10.3 eV
spin multiplicity = 2
total charge = +3
DFT total energy = -5642.76788 hartree
gap between HOMO and LUMO (alpha / beta) = 4.18 / 4.50 eV

=====

ORCA calculation (the ωB97M-V functional and the def2-TZVPD basis) on a molecular structure, C42H33Cl2NP2S3Ti in a non-equilibrium geometry.

The geometry in XYZ format:
```
84
Properties=species:S:1:pos:R:3:forces:R:3:mulliken_charge:R:1
Ti 0.2312 0.2937 0.6193 0.937 0.924 -0.964 0.350
C -2.2937 -1.1219 -0.9914 0.057 -0.031 -0.175 -0.790
P -1.9385 0.6406 -0.5394 -1.487 -0.312 -0.646 1.608
C -3.4925 0.9418 0.3722 0.147 0.130 0.266 0.692
C -3.5783 0.4404 1.6694 0.060 -0.002 0.081 -0.032
C -4.7582 0.5318 2.3813 -0.108 0.036 0.048 -1.052
C -5.8590 1.1551 1.8175 -0.111 0.058 0.014 -0.641
C -5.7678 1.6983 0.5463 -0.217 0.050 0.026 -0.732
C -4.5938 1.5893 -0.1788 0.169 -0.027 -0.073 -0.957
C -2.1426 1.7455 -1.9801 0.335 -0.004 0.191 -0.059
C -1.3411 2.8867 -1.9301 0.025 -0.049 0.180 0.011
C -1.4436 3.8614 -2.9046 -0.087 0.045 -0.145 -0.829
C -2.3524 3.6991 -3.9400 0.004 0.088 0.007 -0.543
C -3.1356 2.5567 -4.0119 -0.087 -0.027 -0.093 -0.634
C -3.0264 1.5743 -3.0412 0.103 -0.091 0.112 -0.675
C -1.9042 -1.8138 0.2884 -0.492 -0.174 -0.154 -0.136
C -2.3368 -3.0019 0.8341 -0.072 -0.048 -0.227 -1.300
C -1.6706 -3.1452 2.0673 0.171 0.082 0.140 -1.350
C -0.8740 -2.0266 2.2172 -0.175 -0.464 0.430 0.096
C -0.0355 -1.6238 3.3973 0.033 -0.022 -0.030 -1.419
P 1.1460 -0.2793 2.9126 0.204 -0.894 0.971 2.136
C 2.8299 -0.9589 2.7776 0.126 0.107 0.036 0.387
C 3.2065 -2.2939 2.8490 -0.116 0.201 0.149 -0.197
C 4.5193 -2.6501 2.5935 0.087 -0.111 0.080 -0.732
C 5.4584 -1.6908 2.2550 0.031 -0.051 0.035 -0.501
C 5.0930 -0.3560 2.2034 0.096 0.007 -0.035 -0.909
C 3.7887 0.0079 2.4685 -0.171 0.012 0.177 -1.001
C 1.3161 0.6244 4.4923 -0.096 0.354 -0.183 0.659
C 2.3962 0.4689 5.3579 0.003 -0.142 -0.087 -0.414
C 2.5131 1.2759 6.4756 0.083 0.081 0.186 -0.688
C 1.5711 2.2582 6.7339 -0.018 0.028 0.053 -0.517
C 0.4738 2.3897 5.8992 -0.032 0.121 0.190 -0.816
C 0.3388 1.5686 4.7967 -0.075 -0.082 -0.035 -0.448
N -1.0270 -1.2060 1.1422 -0.499 -0.668 0.567 2.143
H -1.6676 -1.4364 -1.8369 -0.127 0.105 0.117 0.517
H -3.3482 -1.2961 -1.2420 0.197 0.042 0.065 0.634
H -2.7051 -0.0071 2.1238 -0.097 -0.087 0.001 -0.084
H -4.8184 0.1254 3.3816 0.029 -0.019 0.047 0.465
H -6.7822 1.2319 2.3754 -0.065 0.019 0.026 0.375
H -6.6164 2.2150 0.1136 -0.006 -0.023 0.003 0.418
H -4.5401 2.0188 -1.1715 -0.014 -0.009 0.097 0.358
H -0.6378 2.9991 -1.1087 -0.019 0.046 -0.043 -0.074
H -0.8227 4.7449 -2.8551 0.030 0.036 0.019 0.452
H -2.4582 4.4714 -4.6886 0.014 0.035 -0.094 0.373
H -3.8484 2.4382 -4.8188 0.038 -0.019 -0.032 0.397
H -3.6372 0.6826 -3.1001 -0.041 -0.044 0.010 0.430
H -3.0398 -3.6886 0.3946 -0.073 -0.058 -0.082 0.515
H -1.7609 -3.9622 2.7627 -0.009 -0.079 0.098 0.523
H 0.4936 -2.4816 3.8296 -0.110 0.133 0.009 0.616
H -0.6757 -1.1951 4.1869 0.276 -0.071 -0.137 0.357
H 2.4755 -3.0587 3.0696 -0.057 -0.060 -0.027 0.126
H 4.8090 -3.6901 2.6299 -0.002 -0.120 0.001 0.417
H 6.4704 -1.9868 2.0190 0.095 -0.028 -0.002 0.337
H 5.8174 0.3989 1.9328 0.055 0.065 -0.003 0.411
H 3.4879 1.0481 2.4140 0.098 -0.067 -0.044 0.605
H 3.1509 -0.2794 5.1562 0.030 0.040 -0.030 0.429
H 3.3536 1.1567 7.1472 0.063 -0.047 -0.029 0.391
H 1.6965 2.9210 7.5805 -0.021 -0.008 0.047 0.373
H -0.2681 3.1510 6.0959 -0.071 0.034 0.006 0.405
H -0.5054 1.6835 4.1288 0.041 0.077 0.085 0.247
Cl 0.5148 0.1885 -1.9925 0.017 0.098 -0.964 -0.032
C 1.8061 -0.8636 -2.4471 0.627 -0.504 0.217 -0.122
C 2.2758 -0.8586 -3.7430 -0.076 0.076 -0.107 -0.658
C 3.3102 -1.7133 -4.0954 0.009 -0.006 0.058 -0.481
C 3.8793 -2.5358 -3.1325 0.021 0.038 -0.157 -0.684
C 3.4074 -2.5123 -1.8375 -0.275 0.277 -0.106 0.292
Cl 4.1660 -3.5024 -0.6497 0.196 -0.307 0.056 -0.203
C 2.3298 -1.6974 -1.4445 0.035 0.197 -0.315 -0.044
S 1.6468 -1.7734 0.1175 -0.179 -0.018 0.226 -0.152
H 1.8314 -0.1913 -4.4663 -0.028 0.041 -0.078 0.477
H 3.6794 -1.7317 -5.1103 0.017 0.026 -0.049 0.352
H 4.6977 -3.1968 -3.3789 0.043 -0.012 -0.031 0.411
S -0.8336 2.2274 1.7935 0.020 0.166 -0.131 -0.152
C 0.3418 3.5149 1.6523 0.018 -0.049 -0.075 0.574
C 0.0219 4.7692 2.1650 -0.014 0.108 0.024 -0.806
C 0.8864 5.8400 2.0366 -0.099 0.145 0.077 -0.628
C 2.0902 5.6703 1.3686 0.076 0.193 0.004 -0.605
C 2.4164 4.4330 0.8509 0.055 0.080 -0.023 -1.007
C 1.5669 3.3377 0.9895 -0.126 0.260 -0.018 0.567
S 2.0399 1.8229 0.2732 0.417 0.088 0.099 -0.461
H -0.9383 4.8867 2.6475 -0.060 0.056 0.091 0.453
H 0.6142 6.8085 2.4401 0.005 -0.013 0.008 0.347
H 2.7619 6.5094 1.2415 0.061 0.011 -0.003 0.369
H 3.3328 4.2882 0.2978 0.157 0.028 0.002 0.466
```
Forces are in eV/Å.

## Properties
expectation value of S² = 0.756
LUMO (alpha / beta) = 2.5 / 2.5 eV
spin multiplicity = 2
total charge = -1
DFT total energy = -5322.35750 hartree
gap between HOMO and LUMO (alpha / beta) = 6.13 / 6.64 eV